35
Properties=species:S:1:pos:R:3:forces:R:3:nbo_charge:R:1 method="wB97M-V/def2-TZVPD" spin_multiplicity=1 e_lumo_ev="-4.1 / -4.1" total_charge=+1 e_homo_ev="-12.7 / -12.7" gap_ev="8.6 / 8.6"
C -0.447 2.122 -0.335 -1.2 -4.0 1.4 -0.299
C 0.233 3.072 -0.623 -0.4 2.7 -1.5 -0.400
C -1.142 -0.145 0.307 2.3 1.4 0.6 0.972
C -3.174 -0.070 -0.277 -3.9 1.2 0.5 0.054
C 2.279 -1.086 -1.122 0.3 -0.9 3.0 -0.415
C 2.442 -0.482 1.410 -0.8 0.4 1.5 -0.433
C 0.835 -0.691 -1.033 -0.8 -1.4 -1.9 -0.243
C 0.959 -0.078 1.321 2.3 1.7 4.5 -0.290
C 3.131 -0.380 0.093 -2.7 1.1 -4.0 -0.208
C -4.313 -0.852 -1.012 1.1 0.3 2.1 -0.630
C 3.240 1.109 -0.335 -0.9 0.1 0.7 -0.637
C -3.102 -0.119 1.327 -2.7 -1.0 -2.2 -0.109
N 0.245 -0.779 0.313 -2.0 3.2 -0.7 -0.406
O -1.874 -0.476 -0.686 -0.4 -0.2 0.1 -0.454
O -1.700 -0.064 1.514 1.0 -0.3 -0.6 -0.473
H -3.407 0.980 -0.498 1.1 0.0 -0.6 0.226
H 0.289 4.058 -1.126 0.6 -1.1 0.8 0.259
H 2.245 -2.143 -0.749 0.7 0.2 -1.5 0.200
H 2.559 -0.845 -2.176 0.4 -0.7 1.1 0.263
H 2.900 0.336 2.010 -0.3 -0.7 0.1 0.247
H 2.534 -1.393 2.033 0.3 0.1 -0.8 0.227
H 0.670 0.256 -1.447 -0.4 1.8 0.0 0.264
H 0.163 -1.354 -1.639 0.9 0.3 0.3 0.228
H 0.473 -0.163 2.410 0.8 -0.1 -2.7 0.262
H 0.998 0.989 1.085 -0.7 -0.3 -0.2 0.289
H 4.079 -0.776 0.141 2.1 -1.1 0.0 0.228
H -4.617 -1.773 -0.568 0.1 -0.8 0.8 0.221
H -5.196 -0.271 -1.069 -0.7 0.9 0.0 0.241
H -4.036 -1.108 -1.978 0.8 -0.1 -2.0 0.242
H 3.877 1.259 -1.238 -0.4 -0.1 0.8 0.235
H 3.707 1.509 0.596 -0.3 0.9 -1.1 0.214
H 2.171 1.549 -0.543 2.3 -0.5 0.5 0.226
H -3.552 -1.135 1.462 0.9 0.6 1.2 0.207
H -3.698 0.674 1.888 1.2 -0.9 -0.9 0.252
H 0.229 -1.725 0.540 -0.7 -2.4 0.7 0.439

=====

35
Properties=species:S:1:pos:R:3:forces:R:3:nbo_charge:R:1 method="wB97M-V/def2-TZVPD" spin_multiplicity=3 e_lumo_ev="-2.7 / -6.4" total_charge=+1 e_homo_ev="-9.3 / -12.9" gap_ev="6.6 / 6.5"
C -1.083 -0.671 -2.762 -4.6 0.7 -3.9 -0.391
C -0.148 -0.818 -1.885 5.5 -0.3 4.9 0.101
C 4.295 1.808 -0.641 0.9 0.1 0.4 1.055
C 0.903 -2.885 0.335 2.8 1.0 2.6 -0.408
C 0.978 -1.933 1.593 -3.2 -0.8 -0.7 -0.422
C 1.667 -2.164 -0.709 0.3 2.0 -3.4 -0.429
C 0.364 -0.586 1.254 0.3 1.3 4.1 -0.237
C 0.799 -0.885 -0.994 1.1 -1.5 -1.6 0.079
C -0.771 2.442 -0.077 -2.2 -2.5 -1.2 -0.504
C -2.342 1.718 1.786 1.9 1.7 0.0 -0.652
C -2.849 1.222 -0.625 0.3 -3.1 -1.5 -0.684
C -1.835 1.722 0.341 -1.1 2.4 0.3 0.077
N 1.026 0.022 0.128 -0.6 1.3 0.4 -0.586
O 3.570 0.980 -0.302 -1.3 -1.1 0.2 -0.600
O 5.088 2.583 -0.894 0.7 1.1 -0.7 -0.439
H -2.035 -1.006 -2.497 -1.9 0.8 0.6 0.227
H 1.461 -3.743 0.683 -0.3 -0.8 -0.5 0.245
H -0.090 -3.075 0.014 -0.9 -0.4 0.0 0.229
H 0.262 -2.347 2.312 0.3 0.0 0.2 0.241
H 1.899 -1.770 2.137 0.6 -0.4 -0.5 0.231
H 2.605 -1.706 -0.499 1.2 -0.3 1.3 0.209
H 1.935 -2.672 -1.645 -0.8 -0.3 0.2 0.252
H -0.702 -0.490 1.077 -0.1 -0.7 -0.2 0.229
H 0.546 0.010 2.221 -0.3 -0.2 -1.5 0.225
H -0.478 2.529 -1.112 -0.1 0.1 -0.2 0.215
H -0.965 -0.553 -3.791 0.7 -0.9 -1.8 0.221
H -0.235 2.897 0.641 2.1 1.8 2.3 0.203
H -2.308 0.723 2.118 -0.6 -1.5 0.6 0.211
H -3.347 2.136 1.848 0.0 -0.2 -0.1 0.245
H -1.674 2.271 2.516 -0.7 -0.4 -1.0 0.220
H -3.561 0.402 -0.165 1.5 1.5 -1.0 0.226
H -3.461 1.942 -1.178 0.1 0.3 0.7 0.260
H -2.199 0.772 -1.485 -1.5 0.4 1.3 0.219
H 0.661 0.996 -0.047 -0.1 -1.0 0.0 0.473
H 2.025 0.128 0.306 0.0 -0.2 -0.2 0.458

=====

34
Properties=species:S:1:pos:R:3:forces:R:3:nbo_charge:R:1 method="wB97M-V/def2-TZVPD" spin_multiplicity=1 e_lumo_ev=0.9 smiles="C#C[C@](O)(/C=C/CCC)OC(C)(C)C" total_charge=0 e_homo_ev=-9.5 gap_ev=10.4
C 3.348 0.027 -0.720 1.3 1.1 -0.6 -0.195
C 2.372 0.395 -0.136 -2.2 -0.4 0.3 -0.049
C 0.983 0.433 0.416 -1.5 1.3 -0.6 0.439
O 1.103 0.663 1.782 -0.1 0.1 0.4 -0.706
C 0.239 -0.841 0.069 -0.2 -0.2 1.7 -0.234
C -0.180 -1.637 1.055 -0.1 0.0 0.8 -0.126
C -0.969 -2.905 0.802 2.7 1.6 -1.0 -0.445
C -2.335 -2.867 1.374 -2.1 -1.4 -2.5 -0.392
C -2.855 -4.367 1.240 1.0 0.9 2.7 -0.599
O 0.012 1.512 -0.153 1.2 -4.2 1.2 -0.548
C 0.453 2.744 -0.438 1.9 4.6 -2.0 0.296
C 1.404 2.869 -1.700 -1.5 -1.0 0.8 -0.655
C -0.843 3.596 -0.678 0.4 -1.7 0.6 -0.615
C 1.327 3.408 0.700 -5.0 0.4 -1.2 -0.634
H 4.249 0.252 -1.259 0.0 -0.7 0.1 0.241
H 0.263 0.977 2.173 0.4 -0.3 -0.7 0.494
H -0.043 -1.085 -0.941 0.4 0.3 -0.4 0.218
H -0.031 -1.399 2.129 0.3 0.1 -0.8 0.201
H -0.881 -2.876 -0.301 -0.9 -1.0 0.3 0.206
H -0.351 -3.750 1.165 -0.5 0.2 -0.1 0.212
H -3.012 -2.142 0.750 1.2 -1.3 1.3 0.205
H -2.354 -2.578 2.406 0.0 0.2 0.5 0.205
H -2.316 -4.993 2.024 -0.6 0.8 -0.8 0.196
H -3.887 -4.397 1.494 -1.0 -0.3 0.0 0.205
H -2.664 -4.877 0.331 0.1 0.1 -1.2 0.208
H 2.287 2.302 -1.623 1.2 -0.4 0.6 0.213
H 0.997 2.494 -2.590 -1.3 -0.8 -1.3 0.203
H 1.647 3.858 -1.962 0.3 1.6 0.3 0.205
H -0.754 4.210 -1.537 0.0 0.8 -0.7 0.210
H -1.072 4.140 0.217 0.0 0.7 0.3 0.198
H -1.697 2.925 -0.789 0.1 -0.1 -0.4 0.221
H 0.478 3.766 1.356 2.0 -0.2 0.3 0.199
H 1.871 2.604 0.954 2.1 -2.3 2.2 0.214
H 1.970 4.120 0.289 0.6 1.6 -0.4 0.209

=====

39
Properties=species:S:1:pos:R:3:forces:R:3:nbo_charge:R:1 method="wB97M-V/def2-TZVPD" spin_multiplicity=3 e_lumo_ev="3.4 / 4.4" total_charge=-2 e_homo_ev="2.2 / -1.5" gap_ev="1.2 / 5.9"
C 1.814 2.494 -1.179 -1.8 1.8 0.1 -0.777
I 3.288 0.187 -1.248 1.9 -3.4 -0.1 -0.935
H 1.789 3.545 -1.466 -0.2 0.6 0.2 0.178
H 1.820 1.930 -2.130 0.3 0.3 1.0 0.239
H 2.670 2.348 -0.494 -0.8 0.2 -0.8 0.268
C -0.512 -1.988 -3.845 0.3 0.3 0.9 -0.080
C -0.509 -0.564 -2.078 0.1 0.1 -0.1 0.136
N -0.253 -1.824 -2.478 0.0 -0.4 -0.3 -0.365
H -1.172 -0.425 -5.263 -0.1 -0.1 0.1 0.212
I -2.887 -0.497 1.420 -0.5 0.1 0.4 -0.798
N -0.895 0.082 -3.194 -0.3 0.0 -0.4 -0.372
H -0.363 -2.921 -4.358 0.0 0.0 0.0 0.217
Au -0.487 0.253 -0.196 0.9 -0.6 0.2 0.697
C 0.494 2.219 -0.406 0.0 1.0 0.2 0.327
O -0.121 3.115 0.138 0.6 -0.3 -0.4 -0.644
C -0.917 -0.781 -4.279 0.0 0.5 -0.3 -0.094
C -1.221 1.501 -3.246 0.0 0.5 0.0 -0.411
H -1.778 1.732 -4.156 -0.1 -0.3 0.1 0.195
H -0.326 2.131 -3.268 0.1 -0.3 0.1 0.213
H -1.807 1.829 -2.381 0.1 -0.4 -0.1 0.243
C 0.288 -2.861 -1.604 0.1 0.0 0.5 -0.421
H 0.338 -3.790 -2.183 0.1 0.2 0.2 0.189
H -0.355 -3.016 -0.721 0.1 0.2 -0.5 0.223
H 1.290 -2.574 -1.230 -0.4 0.0 -0.4 0.254
C 1.092 -0.882 2.611 0.4 -0.1 0.0 -0.609
C -0.135 -0.099 3.076 -0.7 -0.5 -0.5 -0.149
C -0.992 -1.068 3.903 0.2 -0.1 0.3 -0.625
C 0.269 1.069 3.963 0.1 0.2 0.0 -0.604
C -0.942 0.464 1.849 0.4 0.2 0.1 -0.714
H 1.637 -1.248 3.504 -0.1 0.0 -0.3 0.180
H 1.786 -0.279 2.002 -0.3 -0.2 0.2 0.234
H 0.785 -1.755 2.008 0.1 0.3 0.2 0.203
H -0.470 -1.396 4.820 0.0 0.1 -0.3 0.184
H -1.934 -0.601 4.200 0.0 -0.1 0.0 0.212
H -1.204 -1.951 3.295 -0.1 0.1 0.2 0.214
H 0.928 1.754 3.426 0.0 0.1 0.0 0.210
H -0.615 1.626 4.284 0.0 0.0 0.0 0.200
H 0.782 0.729 4.870 0.1 -0.1 -0.1 0.190
H -1.175 1.515 2.033 -0.3 -0.2 0.0 0.180

=====

34
Properties=species:S:1:pos:R:3:forces:R:3:nbo_charge:R:1 method="wB97M-V/def2-TZVPD" spin_multiplicity=3 e_lumo_ev="0.6 / -1.9" total_charge=0 e_homo_ev="-6.7 / -8.6" gap_ev="7.2 / 6.7"
B 0.597 -0.325 0.160 2.3 3.6 0.1 0.419
C -0.691 -1.574 -1.839 -0.8 -0.2 1.0 0.132
C -1.240 -0.381 -2.054 0.8 -0.2 -1.0 0.131
C -0.758 -2.875 -1.235 1.7 -0.9 2.5 -0.469
C -0.475 -2.516 0.396 -0.9 0.5 -1.7 -0.392
C 0.734 -1.721 0.660 -2.9 -1.2 -0.2 -0.342
C 0.159 -0.448 -1.599 -1.2 0.2 -0.1 -0.311
C -2.278 0.416 -2.710 1.2 2.2 -1.3 -0.678
C 2.349 1.708 -0.310 3.7 1.2 4.1 -0.611
C 0.238 1.848 2.638 -4.0 1.6 2.2 -0.576
C 2.108 0.397 0.408 0.0 -1.2 0.8 -0.643
C -0.613 0.682 0.534 0.3 -2.4 3.1 -0.649
C -0.867 0.936 2.036 1.3 3.8 -1.0 -0.379
H -1.724 -3.339 -1.053 0.0 -0.2 -1.2 0.231
H 0.124 -3.576 -1.405 -1.4 0.9 -0.5 0.243
H -1.439 -2.051 0.683 0.6 0.5 0.1 0.198
H -0.603 -3.476 0.745 0.4 -2.3 1.3 0.200
H 1.676 -2.063 0.919 1.4 -1.3 0.8 0.192
H 0.866 -0.151 -2.296 2.0 0.9 -0.9 0.234
H -2.055 0.721 -3.815 -0.2 -1.3 1.6 0.251
H -2.328 1.462 -2.323 -0.2 -0.9 0.4 0.249
H -3.187 -0.111 -2.606 -1.3 -0.2 -0.3 0.235
H 2.400 2.615 0.436 -0.7 -1.5 -1.5 0.195
H 3.390 1.700 -0.658 -0.2 0.2 -0.4 0.201
H 1.737 1.882 -1.088 -2.3 0.8 -2.6 0.185
H 1.061 1.342 2.975 1.9 -1.2 1.2 0.194
H -0.311 2.475 3.515 1.7 -1.6 -1.5 0.180
H 0.563 2.613 2.006 0.4 1.1 -1.4 0.197
H 2.957 -0.349 0.125 -1.4 1.1 0.6 0.192
H 2.205 0.577 1.570 -0.1 -0.7 -2.2 0.220
H -1.495 0.301 0.157 -2.2 -0.9 -1.0 0.185
H -0.477 1.586 0.109 0.6 3.2 -1.6 0.202
H -0.893 0.112 2.629 -0.4 -2.7 1.4 0.192
H -1.730 1.579 2.291 -0.4 -0.8 -0.9 0.192

=====

40
Properties=species:S:1:pos:R:3:forces:R:3:nbo_charge:R:1 method="wB97M-V/def2-TZVPD" spin_multiplicity=1 e_lumo_ev=1.8 total_charge=-1 e_homo_ev=-2.4 gap_ev=4.2
C 4.756 -0.558 -0.315 -1.1 -0.5 0.1 -0.654
C 3.357 -1.348 -0.117 -0.4 0.5 1.6 -0.083
O 3.339 -2.677 -0.743 -1.9 1.2 -1.5 -0.765
B 2.336 -2.764 -1.779 2.0 0.0 -1.4 1.249
O 2.761 -2.634 -3.167 -0.7 0.8 2.6 -0.911
C 0.742 -3.047 -1.545 -1.5 -2.0 0.0 -0.658
C 0.466 -4.623 -1.844 1.0 -2.6 -1.1 0.281
N 0.431 -5.804 -2.078 0.1 5.8 1.1 -0.323
C 0.226 -2.776 -0.035 -1.4 -0.3 0.3 -0.268
C -0.718 -4.012 0.427 -0.4 -3.6 2.0 0.257
N -1.195 -5.051 0.844 2.4 6.1 -2.4 -0.317
C -0.583 -1.383 0.073 0.3 0.1 0.3 -0.421
C -1.966 -1.359 -0.751 0.1 0.1 0.3 -0.441
C -2.143 -0.109 -1.747 -0.8 -1.5 -1.0 -0.467
Br -1.543 1.636 -1.020 -0.4 -1.2 -0.4 0.043
H 4.496 0.445 -0.827 0.8 -1.6 0.9 0.225
H 5.421 -1.228 -0.974 -0.9 1.2 1.1 0.227
H 5.213 -0.402 0.738 -0.6 -0.1 -2.0 0.231
H 2.459 -0.702 -0.465 1.5 -1.0 0.3 0.178
H 3.164 -1.539 1.015 0.4 0.4 -1.9 0.192
H 3.470 -1.955 -3.250 -0.4 -1.1 0.2 0.499
H 0.090 -2.464 -2.309 1.1 -1.0 1.3 0.285
H 1.116 -2.715 0.683 -1.4 -0.5 -1.0 0.267
H 0.161 -0.556 -0.257 -1.4 -1.3 0.4 0.230
H -0.818 -1.162 1.180 0.5 -0.4 -1.7 0.252
H -2.029 -2.341 -1.373 -0.1 1.7 1.0 0.212
H -2.840 -1.347 0.013 1.5 -0.1 -1.4 0.234
H -1.614 -0.345 -2.749 -0.6 0.7 1.7 0.206
H -3.271 -0.020 -2.007 2.0 0.0 0.5 0.227
C -2.646 5.233 3.361 -0.7 0.8 -0.1 -0.625
C -1.643 4.886 2.244 -0.9 -1.8 0.7 0.123
C -2.411 4.308 1.040 -0.7 0.7 -0.5 -0.616
O -0.820 3.939 2.704 1.3 0.0 0.1 -0.963
H -3.212 4.356 3.699 0.3 -0.1 -0.2 0.183
H -2.141 5.664 4.232 0.1 -0.1 -0.1 0.189
H -3.376 5.975 3.006 -0.2 0.1 0.1 0.151
H -1.225 5.853 1.901 0.5 0.4 -0.1 0.056
H -2.969 3.400 1.296 0.2 0.1 0.2 0.184
H -1.733 4.065 0.214 0.1 0.1 0.2 0.174
H -3.138 5.041 0.660 -0.1 0.0 -0.2 0.155

=====

no.,calculated total energy (eV)
1,-18339.580
2,-18339.886
3,-16858.421
4,-37702.685
5,-13452.431
6,-92624.261